Density functional theory data (ωB97M-V/def2-TZVPD) for a single C5H5IO3 molecule at a distorted geometry.

Positions of all 14 atoms, in Å:
C (1.289, 2.088, -2.392)
C (-0.644, -0.479, 0.909)
C (0.079, 0.596, 0.398)
C (-0.231, 0.959, -0.983)
C (1.162, -0.278, -2.096)
O (1.860, 2.975, -2.915)
O (0.270, 2.138, -1.619)
O (1.833, 0.804, -2.550)
I (0.463, -1.708, -3.461)
H (-0.458, -0.947, 1.946)
H (-1.488, -0.921, 0.274)
H (0.919, 0.859, 1.101)
H (-1.227, 0.561, -1.403)
H (1.565, -0.927, -1.349)

The spin multiplicity is 1. The calculation puts the total energy at -19505.611 eV. The calculation puts the highest occupied orbital energy at -8.824 eV. For the frontier orbital gap, the calculation gives 0.31001 hartree. The largest force on an atom comes out at 4.4 eV/A. For the energy above the lowest of the compared OMol25 structures with the same formula, charge and spin, the calculation gives 167.87 kJ/mol.